*A*
DFT (wB97M-V/def2-TZVPD) results for a single C2H4N2OS molecule.

## Properties
Spin multiplicity = 1
M = 104.13 g/mol
Highest occupied orbital energy = -0.3205 Eh
SMILES = N/N=C\OC=S
Frontier orbital gap = 0.304 Eh

Element x y z (Å)
N 0.894 0.318 1.068
N 1.458 0.780 -0.131
C 0.727 0.332 -1.135
O -0.181 -0.624 -0.962
C -1.356 -0.455 -0.123
S -2.423 -1.563 -0.059
H 1.537 0.224 2.096
H 0.102 -0.476 1.029
H 0.639 0.843 -2.099
H -1.398 0.623 0.316

natural (NBO) population analysis, charges in e, atoms 1 to 6: -0.7086 -0.2291 0.2640 -0.5329 -0.1346 0.1557


*B*
DFT (wB97M-V/def2-TZVPD) results for a single C2H4N2OS molecule.

## Properties
Spin multiplicity = 1
M = 104.13 g/mol
Highest occupied orbital energy = -0.3326 Eh
SMILES = [H]/N=C/NOC=S
Frontier orbital gap = 0.323 Eh

Element x y z (Å)
H 2.992 -0.121 -1.261
N 2.183 0.183 -0.848
C 1.715 -0.595 0.050
N 0.619 -0.339 1.024
O 0.068 1.078 0.644
C -0.894 0.915 -0.273
S -1.773 -0.540 -0.288
H 2.172 -1.498 0.439
H -0.273 -0.984 1.097
H -1.596 1.784 -0.710

natural (NBO) population analysis, charges in e, atoms 1 to 6: 0.3556 -0.6493 0.2584 -0.3551 -0.3525 0.0699


*C*
DFT (wB97M-V/def2-TZVPD) results for 2 unconnected molecules or ions with the total composition C2H4N2OS.

## Properties
Spin multiplicity = 1
M = 104.13 g/mol
Highest occupied orbital energy (spin up / spin down) = -0.3492 / -0.3493 Eh
Frontier orbital gap (spin up / spin down) = 0.272 / 0.271 Eh

Element x y z (Å)
C 0.695 -0.549 0.555
C 0.607 0.696 -0.425
N -0.546 -1.228 0.341
N -1.189 -0.728 -0.572
O -0.601 0.325 -1.186
S -3.337 0.338 0.576
H 1.575 -1.284 0.298
H 0.993 -0.177 1.487
H 0.543 1.734 0.176
H 1.260 0.873 -1.249

natural (NBO) population analysis, charges in e, atoms 1 to 6: -0.3266 -0.1353 -0.1666 0.1676 -0.3518 -0.0432


*D*
DFT (wB97M-V/def2-TZVPD) results for a single C2H4N2OS molecule.

## Properties
Spin multiplicity = 1
M = 104.13 g/mol
Highest occupied orbital energy = -0.3230 Eh
SMILES = NC(=S)NC=O
Frontier orbital gap = 0.328 Eh

Element x y z (Å)
N -1.183 -0.503 0.473
C -0.669 0.682 0.355
S -1.311 2.149 0.801
N 0.619 0.623 -0.145
C 1.251 -0.530 -0.628
O 0.769 -1.695 -0.681
H -2.158 -0.567 0.757
H -0.768 -1.279 0.076
H 1.029 1.524 -0.349
H 2.422 -0.404 -0.658

natural (NBO) population analysis, charges in e, atoms 1 to 6: -0.7546 0.2751 -0.2333 -0.6374 0.5238 -0.5966


What should be chosen as the least stable of them? Choose *C*.


*A*
DFT (wB97M-V/def2-TZVPD) results for a gas-phase ion, C5H11N2O (charge +1).

## Properties
Spin multiplicity = 1
M = 115.16 g/mol
Highest occupied orbital energy = -0.5301 Eh
Net charge = +1
Frontier orbital gap = 0.383 Eh

Element x y z (Å)
C 1.547 -0.090 -0.034
C -0.889 -1.014 -0.423
C 2.919 0.470 0.258
C -2.276 0.892 0.348
C -2.261 -0.397 -0.480
N 1.068 -1.150 0.596
N 0.668 0.378 -0.826
O -0.304 -1.188 0.708
H -0.568 -1.707 -1.176
H 3.695 0.472 -0.461
H 3.305 -0.026 1.144
H 2.681 1.461 0.557
H -1.394 1.549 0.179
H -2.171 0.683 1.348
H -3.128 1.506 0.041
H -2.340 -0.236 -1.594
H -2.856 -1.054 0.072
H 1.595 -1.625 1.319
H 0.709 1.075 -1.575

natural (NBO) population analysis, charges in e, atoms 1 to 6: 0.4780 0.4909 -0.6637 -0.6059 -0.4928 -0.2885


*B*
DFT (wB97M-V/def2-TZVPD) results for a molecular structure, C5H11N2O.

## Properties
Spin multiplicity = 1
M = 115.16 g/mol
Highest occupied orbital energy (spin up / spin down) = -0.4454 / -0.4455 Eh
Net charge = +1
Frontier orbital gap (spin up / spin down) = 0.288 / 0.288 Eh

Element x y z (Å)
C 0.351 -0.094 0.829
C 2.336 0.162 0.842
C -1.533 0.124 -0.603
C -1.344 1.519 0.162
C 0.254 -1.715 -0.892
N -0.296 -0.564 -0.171
N -0.315 1.204 1.310
O 0.771 -1.346 -2.117
H 2.628 0.226 1.801
H 2.735 -0.698 0.486
H -2.495 -0.394 -0.133
H -1.467 0.318 -1.686
H -0.887 2.430 -0.446
H -2.339 1.895 0.559
H -0.580 -2.458 -1.148
H 0.992 -2.227 -0.381
H -0.901 0.952 2.101
H 0.314 1.838 1.519
H 1.775 -1.172 -2.033

natural (NBO) population analysis, charges in e, atoms 1 to 6: 0.3994 -0.4340 -0.2511 -0.2570 0.1024 -0.4228


What should be chosen as the least stable of them? Choose *B*.


*A*
DFT (wB97M-V/def2-TZVPD) results for a molecular structure, C5H11N2O.

## Properties
Spin multiplicity = 1
M = 115.16 g/mol
Highest occupied orbital energy = -0.5002 Eh
Net charge = +1
Frontier orbital gap = 0.391 Eh

Element x y z (Å)
C -1.428 1.122 -0.334
C 0.817 0.437 0.958
C 2.022 -0.053 1.638
C -0.359 -1.711 -0.569
C 0.392 -0.406 -0.740
N -2.113 2.298 -0.284
N -0.447 0.742 -1.091
O 0.020 1.282 1.300
H -1.772 0.210 0.244
H 1.794 -0.961 2.136
H 2.547 0.499 2.385
H 2.800 -0.319 0.802
H -1.190 -1.555 0.190
H -0.685 -2.243 -1.451
H 0.411 -2.487 -0.250
H 1.286 -0.451 -1.366
H -2.779 2.410 0.431
H -1.980 2.906 -0.969
H 0.034 1.270 -1.785

natural (NBO) population analysis, charges in e, atoms 1 to 6: 0.4132 0.6444 -0.7539 -0.6659 -0.0952 -0.7262


*B*
DFT (wB97M-V/def2-TZVPD) results for a gas-phase ion, C5H11N2O (charge +1).

## Properties
Spin multiplicity = 1
M = 115.16 g/mol
Highest occupied orbital energy = -0.5063 Eh
Net charge = +1
Frontier orbital gap = 0.317 Eh

Element x y z (Å)
C 2.095 1.120 0.661
C 1.335 -0.033 0.627
C 0.242 -0.317 -0.422
C -2.249 -0.180 0.632
C -1.080 0.526 0.036
N 0.012 -1.645 -0.557
N 0.641 0.160 -1.771
O -0.981 1.790 -0.038
H 2.921 1.204 1.316
H 2.126 1.953 -0.065
H 1.425 -0.693 1.443
H -2.951 0.553 0.866
H -2.637 -1.124 -0.043
H -1.971 -0.689 1.541
H -0.250 -1.844 -1.523
H 0.312 -2.326 0.120
H 1.235 -0.526 -2.196
H 1.288 0.978 -1.731
H -1.772 2.201 0.290

natural (NBO) population analysis, charges in e, atoms 1 to 6: -0.3173 -0.2355 0.1686 -0.7640 0.7351 -0.8609


What should be chosen as the least stable of them? Choose *B*.


*A*
DFT (wB97M-V/def2-TZVPD) results for a gas-phase ion, C5H11N2O (charge +1).

## Properties
Spin multiplicity = 1
M = 115.16 g/mol
Highest occupied orbital energy = -0.5199 Eh
SMILES = CC1(C)[NH2+]CNC1=O
Net charge = +1
Frontier orbital gap = 0.396 Eh

Element x y z (Å)
C -0.618 -1.657 0.813
C -0.274 -0.250 0.348
C -0.644 0.757 1.367
N 1.233 -0.151 0.005
C 1.303 0.855 -1.163
N 0.069 0.578 -1.940
C -0.971 0.220 -1.163
O -2.121 0.088 -1.295
H -0.081 -1.968 1.673
H -0.353 -2.511 0.177
H -1.766 -1.452 1.075
H -0.405 0.381 2.266
H -1.714 0.880 1.420
H -0.365 1.856 1.145
H 1.587 -0.991 -0.325
H 1.718 0.025 0.845
H 2.260 0.771 -1.654
H 1.011 1.792 -0.647
H 0.128 0.777 -2.947

natural (NBO) population analysis, charges in e, atoms 1 to 6: -0.6606 0.0613 -0.6746 -0.5134 -0.0372 -0.6509


*B*
DFT (wB97M-V/def2-TZVPD) results for a gas-phase ion, C5H11N2O (charge +1).

## Properties
Spin multiplicity = 1
M = 115.16 g/mol
Highest occupied orbital energy = -0.5067 Eh
SMILES = C=[N+](C)CC/N=C\O
Net charge = +1
Frontier orbital gap = 0.332 Eh

Element x y z (Å)
C -1.251 -0.643 1.121
N 0.030 -0.897 1.184
C 0.723 -1.666 2.174
C 0.969 -0.213 0.310
C 0.414 0.078 -1.109
N -0.815 0.791 -1.253
C -1.069 1.750 -1.970
O -0.219 2.347 -2.901
H -1.953 -1.016 1.831
H -1.621 -0.222 0.083
H 1.638 -1.245 2.601
H 0.053 -1.794 3.059
H 1.002 -2.701 1.902
H 2.023 -0.585 0.400
H 1.164 0.813 0.615
H 1.313 0.501 -1.618
H 0.237 -0.889 -1.443
H -2.015 2.315 -1.898
H -0.624 3.276 -3.089

natural (NBO) population analysis, charges in e, atoms 1 to 6: 0.0915 -0.2467 -0.4571 -0.2588 -0.2524 -0.5516


What should be chosen as the least stable of them? Choose *B*.


*A*
DFT (wB97M-V/def2-TZVPD) results for a single C5H4O2 molecule.

## Properties
Spin multiplicity = 1
M = 96.08 g/mol
Highest occupied orbital energy = -0.3376 Eh
SMILES = O=c1cccco1
Frontier orbital gap = 0.345 Eh

Element x y z (Å)
O 2.298 -1.461 0.174
C 1.278 -0.834 0.060
C 1.135 0.613 -0.036
C -0.085 1.190 -0.083
C -1.273 0.383 -0.039
C -1.120 -0.951 0.016
O 0.081 -1.555 0.013
H 2.055 1.188 -0.037
H -0.177 2.271 -0.134
H -2.262 0.824 -0.029
H -1.929 -1.669 0.094

natural (NBO) population analysis, charges in e, atoms 1 to 6: -0.5581 0.7261 -0.3348 -0.1275 -0.3558 0.2114


*B*
DFT (wB97M-V/def2-TZVPD) results for a single C5H4O2 molecule.

## Properties
Spin multiplicity = 1
M = 96.08 g/mol
Highest occupied orbital energy = -0.3436 Eh
SMILES = O=C1C=CCC1=O
Frontier orbital gap = 0.317 Eh

Element x y z (Å)
O -1.878 0.924 -1.565
C -0.977 0.530 -0.864
C 0.196 1.242 -0.366
C 0.994 0.469 0.382
C 0.481 -0.893 0.726
C -0.851 -0.944 -0.295
O -1.725 -1.755 -0.404
H 0.460 2.224 -0.727
H 2.025 0.763 0.569
H -0.090 -1.001 1.651
H 1.366 -1.558 0.894

natural (NBO) population analysis, charges in e, atoms 1 to 6: -0.4732 0.4305 -0.3260 -0.0788 -0.5828 0.5307


What should be chosen as the least stable of them? Choose *B*.


*A*
DFT (wB97M-V/def2-TZVPD) results for a single C5H4O2 molecule.

## Properties
Spin multiplicity = 1
M = 96.08 g/mol
Highest occupied orbital energy = -0.3779 Eh
SMILES = C#CC(=O)CC=O
Frontier orbital gap = 0.379 Eh

Element x y z (Å)
C 1.989 -0.235 -0.767
C 1.120 0.601 -0.725
C -0.192 1.202 -0.459
O -0.489 2.359 -0.607
C -1.136 0.100 0.019
C -0.362 -0.816 0.960
O 0.122 -0.395 1.981
H 2.740 -0.992 -0.742
H -1.991 0.531 0.546
H -1.493 -0.435 -0.870
H -0.226 -1.871 0.651

natural (NBO) population analysis, charges in e, atoms 1 to 6: -0.1499 -0.1230 0.5358 -0.4684 -0.6031 0.4451


*B*
DFT (wB97M-V/def2-TZVPD) results for 2 unconnected molecules or ions with the total composition C5H4O2.

## Properties
Spin multiplicity = 1
M = 96.08 g/mol
Highest occupied orbital energy = -0.3769 Eh
SMILES = O=C1C#CCC1=O.[H][H]
Frontier orbital gap = 0.342 Eh

Element x y z (Å)
O -1.716 0.585 1.398
C -0.851 0.274 0.643
C 0.600 0.456 0.545
C 1.131 -0.075 -0.431
C 0.333 -0.804 -1.420
C -1.097 -0.598 -0.724
O -2.144 -0.991 -1.106
H 0.559 -1.871 -1.504
H 0.327 -0.367 -2.423
H 1.424 1.991 2.287
H 1.434 1.402 2.736

natural (NBO) population analysis, charges in e, atoms 1 to 6: -0.4431 0.4280 -0.1419 0.0704 -0.5683 0.5532


*C*
DFT (wB97M-V/def2-TZVPD) results for a single C5H4O2 molecule.

## Properties
Spin multiplicity = 1
M = 96.08 g/mol
Highest occupied orbital energy (spin up / spin down) = -0.3251 / -0.3251 Eh
Frontier orbital gap (spin up / spin down) = 0.293 / 0.293 Eh

Element x y z (Å)
O -0.967 -2.068 -0.773
C -0.448 -1.041 -0.419
C 0.320 -0.017 -1.241
C 0.957 1.013 -0.349
C 0.278 0.836 0.967
C -0.437 -0.507 1.037
O -0.888 -1.087 1.989
H 1.075 -0.462 -1.905
H -0.362 0.517 -1.928
H -0.474 1.640 0.825
H 0.842 1.127 1.861

natural (NBO) population analysis, charges in e, atoms 1 to 6: -0.4467 0.4696 -0.7214 0.2163 -0.7077 0.4692


What should be chosen as the least stable of them? Choose *B*.


*A*
DFT (wB97M-V/def2-TZVPD) results for a single C6H9N molecule.

## Properties
Spin multiplicity = 1
M = 95.14 g/mol
Highest occupied orbital energy = -0.3249 Eh
SMILES = CC#CCN1CC1
Frontier orbital gap = 0.362 Eh

Element x y z (Å)
C 3.194 0.615 0.156
C 1.905 -0.030 -0.036
C 0.802 -0.424 -0.325
C -0.442 -1.139 -0.578
N -1.578 -0.804 0.294
C -2.648 0.047 -0.201
C -1.720 0.529 0.849
H 3.829 0.419 -0.712
H 3.717 0.266 1.050
H 3.043 1.695 0.237
H -0.741 -1.096 -1.632
H -0.110 -2.173 -0.419
H -3.658 -0.274 0.052
H -2.554 0.505 -1.187
H -1.003 1.298 0.562
H -2.034 0.567 1.891

natural (NBO) population analysis, charges in e, atoms 1 to 6: -0.6824 0.0120 -0.0537 -0.2920 -0.3997 -0.2535


*B*
DFT (wB97M-V/def2-TZVPD) results for a single C6H9N molecule.

## Properties
Spin multiplicity = 1
M = 95.14 g/mol
Highest occupied orbital energy = -0.3434 Eh
SMILES = C/N=C/[C@@H]1C=CC1
Frontier orbital gap = 0.388 Eh

Element x y z (Å)
C -1.607 1.011 1.822
N -0.959 0.803 0.550
C 0.293 0.646 0.614
C 1.090 0.137 -0.517
C 0.310 0.174 -1.798
C 0.152 -1.141 -1.844
C 1.009 -1.436 -0.639
H -2.262 0.157 2.004
H -2.215 1.908 1.757
H -0.950 1.086 2.707
H 0.849 0.795 1.538
H 2.113 0.526 -0.482
H -0.065 0.980 -2.413
H -0.322 -1.763 -2.582
H 0.576 -2.017 0.190
H 1.977 -1.861 -0.915

natural (NBO) population analysis, charges in e, atoms 1 to 6: -0.4334 -0.4018 0.1304 -0.3048 -0.1597 -0.1791


*C*
DFT (wB97M-V/def2-TZVPD) results for a single C6H9N molecule.

## Properties
Spin multiplicity = 1
M = 95.14 g/mol
Highest occupied orbital energy = -0.3118 Eh
SMILES = C[C@]12C[C@H]1[C@H]1N[C@H]12
Frontier orbital gap = 0.348 Eh

Element x y z (Å)
C 1.588 -0.619 0.858
C 0.422 -0.110 0.089
C 0.566 0.596 -1.200
C -0.383 1.113 0.257
C -1.721 0.398 0.277
N -1.844 -0.409 -0.910
C -0.953 -0.875 0.126
H 1.285 -0.911 1.866
H 2.374 0.141 0.919
H 1.999 -1.490 0.335
H 1.299 1.374 -1.358
H 0.531 -0.053 -2.114
H -0.176 1.884 1.021
H -2.624 0.711 0.803
H -1.269 0.066 -1.614
H -1.094 -1.814 0.645

natural (NBO) population analysis, charges in e, atoms 1 to 6: -0.5993 -0.1536 -0.4801 -0.1284 -0.1435 -0.5590


What should be chosen as the least stable of them? Choose *C*.